DFT (ωB97M-V/def2-TZVPD) results for one molecule with the formula C7H14.

```
21
Properties=species:S:1:pos:R:3:lowdin_charge:R:1
C 1.843 -0.938 0.728 -0.09
C 1.090 -0.605 -0.561 -0.21
C 0.050 0.497 -0.421 -0.47
C 0.642 1.883 -0.217 -0.04
C -1.179 0.440 -1.290 -0.07
C -1.302 0.205 0.192 -0.28
C -1.734 -1.150 0.706 -0.07
H 2.560 -1.749 0.560 0.07
H 2.406 -0.077 1.106 0.06
H 1.152 -1.258 1.517 0.07
H 1.809 -0.292 -1.330 0.12
H 0.619 -1.517 -0.948 0.10
H 1.480 1.876 0.491 0.07
H -0.106 2.587 0.170 0.08
H 1.014 2.284 -1.171 0.09
H -1.554 1.371 -1.707 0.10
H -1.307 -0.423 -1.943 0.11
H -1.727 1.035 0.755 0.13
H -1.468 -1.296 1.759 0.07
H -1.288 -1.968 0.131 0.07
H -2.823 -1.253 0.622 0.08
```

The SMILES is CC[C@@]1(C)C[C@H]1C. As for the total energy: -275.08922 Eh. Its spin multiplicity is 1. The value obtained for the energy above the lowest of the compared OMol25 structures with the same formula, charge and spin is 17.0 kcal/mol. The HOMO-LUMO gap comes out at 10.79 eV.

***

DFT (ωB97M-V/def2-TZVPD) results for an isolated ion of composition C9H8N2O2P and charge -1.

```
22
Properties=species:S:1:pos:R:3:lowdin_charge:R:1
C -0.798 -0.830 -3.614 -0.14
N -1.263 -0.387 -2.321 -0.03
C -0.546 0.300 -1.541 -0.32
C -0.998 0.864 -0.310 -0.37
P -2.498 2.037 -0.466 0.82
O -2.536 2.417 -1.900 -0.58
C -0.495 0.424 0.925 -0.23
C -0.998 0.998 2.179 -0.07
C -0.274 1.100 3.368 -0.11
C 0.926 0.399 3.386 -0.18
C 1.361 -0.362 2.348 -0.05
C 0.714 -0.277 1.091 -0.25
N 0.992 -1.104 0.019 -0.04
O 2.177 -1.500 -0.257 -0.12
H -1.375 -0.162 -4.208 0.07
H 0.185 -0.676 -3.851 0.03
H -1.062 -1.849 -3.687 0.06
H 0.588 0.485 -1.841 0.15
H -1.933 1.539 2.016 0.04
H -0.501 1.445 4.414 0.11
H 1.610 0.570 4.279 0.11
H 2.290 -0.923 2.462 0.11
```

The SMILES is C/N=C/C(=P\[O-])c1ccccc1N=O. As for the total energy: -949.00031 Eh. Its spin multiplicity is 1. The value obtained for the energy above the lowest of the compared OMol25 structures with the same formula, charge and spin is 0.0 kcal/mol. As for the total charge: -1. The HOMO-LUMO gap (spin up / spin down) comes out at 6.17 / 6.17 eV.

***

DFT (ωB97M-V/def2-TZVPD) results for a 4-piece molecular cluster, C7H13Cl9 overall.

```
29
Properties=species:S:1:pos:R:3:lowdin_charge:R:1
Cl -10.881 16.133 -30.690 0.55
C -10.694 17.765 -31.307 -1.60
Cl -9.026 18.308 -31.194 0.54
Cl -11.773 18.879 -30.460 0.52
H -10.978 17.803 -32.351 -0.08
Cl -11.966 16.488 -34.663 0.59
C -11.171 15.727 -36.065 -0.65
C -12.091 15.622 -37.228 -0.66
Cl -12.331 17.204 -38.007 0.55
H -10.821 14.748 -35.736 0.08
H -10.265 16.285 -36.298 0.07
H -13.075 15.283 -36.909 0.06
H -11.724 14.895 -37.950 0.08
Cl -14.525 11.929 -30.893 0.53
C -14.007 13.640 -30.871 -0.65
C -13.387 14.106 -32.167 -0.71
Cl -14.376 13.778 -33.607 0.53
H -13.264 13.740 -30.082 0.07
H -14.893 14.214 -30.614 0.07
H -12.432 13.620 -32.349 0.06
H -13.216 15.178 -32.075 0.02
Cl -8.290 20.732 -35.380 0.53
C -9.979 20.969 -35.933 -0.65
C -10.871 19.884 -35.425 -0.67
Cl -11.358 20.136 -33.719 0.57
H -9.959 20.936 -37.023 0.07
H -10.266 21.969 -35.628 0.07
H -10.391 18.912 -35.491 0.04
H -11.800 19.829 -35.991 0.06
```

The SMILES is ClC(Cl)Cl.ClCCCl.ClCCCl.ClCCCl. As for the total energy: -4416.25430 Eh. Its spin multiplicity is 1. The value obtained for the energy above the lowest of the compared OMol25 structures with the same formula, charge and spin is 0.0 kcal/mol. The HOMO-LUMO gap comes out at 11.23 eV.

***

DFT (ωB97M-V/def2-TZVPD) results for one molecule with the formula C2H4N6.

```
12
Properties=species:S:1:pos:R:3:lowdin_charge:R:1
H -0.118 -0.606 2.856 0.09
N 0.121 -0.316 1.838 0.05
C -0.679 -0.979 1.082 -0.30
N -0.732 -0.774 -0.262 0.06
C -0.069 0.281 -0.712 -0.48
N -0.324 0.615 -2.066 0.04
N 0.662 1.472 -2.329 -0.08
N 1.592 1.472 -1.392 -0.02
N 1.071 0.711 -0.313 0.04
H -1.714 -1.434 1.559 0.17
H -1.650 -0.762 -0.768 0.17
H 1.839 0.322 0.507 0.26
```

The SMILES is [H]/N=C/Nc1nnn[nH]1. As for the total energy: -407.03505 Eh. Its spin multiplicity is 1. The value obtained for the energy above the lowest of the compared OMol25 structures with the same formula, charge and spin is 51.4 kcal/mol. The HOMO-LUMO gap comes out at 9.71 eV.

***

DFT (ωB97M-V/def2-TZVPD) results for C9H10ClIrN6 as an isolated structure.

```
27
Properties=species:S:1:pos:R:3:lowdin_charge:R:1
Ir -0.024 0.440 -0.953 1.11
N 3.781 -0.308 0.214 0.17
C 4.133 -0.139 -1.099 0.01
C 2.982 0.127 -1.786 -0.08
N 1.952 0.104 -0.890 -0.19
C 2.454 -0.155 0.317 -0.23
C 1.464 -0.158 1.377 -0.20
N 0.209 0.119 0.976 -0.10
C -0.598 0.178 2.087 -0.04
C 0.174 -0.119 3.165 0.00
N 1.455 -0.329 2.698 0.17
H 4.427 -0.507 0.965 0.19
H 5.153 -0.225 -1.430 0.15
H 2.834 0.316 -2.834 0.13
H -1.646 0.414 2.029 0.13
H -0.067 -0.191 4.211 0.15
H 2.251 -0.547 3.281 0.19
N -2.747 -1.087 -1.177 0.01
C -4.080 -0.955 -1.252 -0.03
C -4.371 0.391 -1.174 -0.01
C -3.138 1.022 -1.052 -0.11
N -2.149 0.120 -1.064 -0.19
H -2.210 -1.936 -1.253 0.17
H -4.712 -1.819 -1.369 0.15
H -5.342 0.851 -1.213 0.12
H -2.912 2.073 -0.974 0.13
Cl 0.725 2.319 -1.798 0.20
```

As for the total energy: -1241.44682 Eh. Its spin multiplicity is 1. As for the total charge: +2. The HOMO-LUMO gap (spin up / spin down) comes out at 6.78 / 6.78 eV.

***

DFT (ωB97M-V/def2-TZVPD) results for one molecule with the formula C3H5N3S.

```
12
Properties=species:S:1:pos:R:3:lowdin_charge:R:1
N 0.372 1.798 -0.224 0.10
C -0.115 0.507 -0.144 -0.41
C -1.409 0.017 -0.105 -0.04
C -1.244 -1.391 -0.126 -0.18
N 0.019 -1.766 -0.167 0.00
N 0.706 -0.594 -0.175 -0.53
S 2.404 -0.570 -0.205 0.83
H -0.287 2.475 0.173 0.11
H 1.330 1.911 0.077 0.05
H -2.325 0.581 -0.111 0.09
H -2.037 -2.143 -0.107 0.10
H 2.587 -0.825 1.115 -0.12
```

The SMILES is Nc1ccnn1S. As for the total energy: -679.73899 Eh. Its spin multiplicity is 1. The value obtained for the energy above the lowest of the compared OMol25 structures with the same formula, charge and spin is 29.0 kcal/mol. The HOMO-LUMO gap comes out at 9.01 eV.

***

DFT (ωB97M-V/def2-TZVPD) results for C16H48O22PV as an isolated structure.

```
88
Properties=species:S:1:pos:R:3:lowdin_charge:R:1
O -0.165 -0.196 0.795 -0.36
V 0.452 1.256 0.870 0.85
O 2.001 1.136 1.212 -0.31
P 1.121 3.021 -1.178 0.05
O 0.305 3.868 -2.116 -0.38
O 0.488 3.244 0.280 -0.44
O 2.592 3.295 -1.211 -0.31
O 0.797 1.438 -1.233 -0.45
C -4.829 -2.812 0.156 -0.25
C -3.964 -1.966 -0.737 -0.24
O -2.818 -1.648 0.053 -0.10
O -5.273 -2.103 1.319 -0.08
H -4.262 -3.704 0.461 0.12
H -5.702 -3.194 -0.381 0.11
H -4.482 -1.069 -1.074 0.11
H -3.624 -2.619 -1.556 0.11
H -2.334 -0.901 -0.360 0.05
H -4.473 -1.795 1.761 0.07
C -0.802 -3.160 -2.136 -0.25
C -0.228 -3.367 -0.794 -0.21
O 0.761 -4.444 -0.739 -0.09
O -1.738 -4.194 -2.399 -0.07
H -0.018 -3.121 -2.896 0.12
H -1.267 -2.165 -2.116 0.11
H -1.030 -3.698 -0.128 0.12
H 0.261 -2.489 -0.385 0.10
H 0.358 -5.188 -1.200 0.06
H -1.682 -4.416 -3.331 0.08
C -3.504 0.595 -3.184 -0.26
C -2.206 1.182 -2.768 -0.24
O -1.642 0.495 -1.655 -0.13
O -4.632 1.168 -2.533 -0.08
H -3.519 -0.482 -3.031 0.10
H -3.591 0.725 -4.275 0.11
H -2.350 2.242 -2.499 0.13
H -1.475 1.212 -3.587 0.12
H -0.726 0.906 -1.560 0.04
H -4.692 2.082 -2.825 0.08
C -1.656 1.049 4.455 -0.22
C -0.174 0.848 4.173 -0.18
O 0.338 1.706 3.149 -0.10
O -1.991 2.224 5.210 -0.07
H -2.017 0.175 4.995 0.12
H -2.159 1.092 3.484 0.10
H -0.109 -0.162 3.770 0.13
H 0.442 0.978 5.064 0.13
H 0.204 2.634 3.374 0.11
H -1.497 2.967 4.852 0.07
C -4.098 2.579 1.507 -0.23
C -3.071 1.693 0.839 -0.19
O -1.736 2.109 1.121 -0.12
O -4.053 3.941 1.105 -0.06
H -3.979 2.501 2.599 0.11
H -5.106 2.260 1.248 0.12
H -3.226 1.603 -0.230 0.11
H -3.198 0.702 1.297 0.12
H -1.700 2.948 1.586 0.08
H -3.209 4.340 1.336 0.08
C 5.078 1.509 -0.090 -0.30
C 6.199 1.861 0.851 -0.23
O 5.817 3.004 1.666 -0.08
O 5.046 2.378 -1.174 -0.10
H 4.114 1.532 0.431 0.10
H 5.224 0.458 -0.396 0.10
H 7.073 2.140 0.246 0.11
H 6.413 1.034 1.538 0.11
H 6.507 3.171 2.311 0.05
H 4.117 2.755 -1.219 0.02
C 3.150 -0.362 -2.545 -0.21
C 2.102 -0.626 -3.579 -0.25
O 1.298 0.513 -3.842 -0.07
O 2.588 -0.460 -1.217 -0.13
H 3.506 0.669 -2.672 0.13
H 3.994 -1.054 -2.555 0.12
H 1.493 -1.490 -3.289 0.10
H 2.603 -0.870 -4.530 0.11
H 1.119 0.975 -3.002 0.04
H 1.965 0.310 -1.147 0.03
C 3.201 -2.697 0.949 -0.25
C 2.438 -2.647 2.238 -0.23
O 3.231 -2.933 3.408 -0.09
O 4.039 -1.558 0.806 -0.09
H 2.428 -2.710 0.168 0.09
H 3.784 -3.619 0.832 0.12
H 1.647 -3.405 2.213 0.11
H 1.944 -1.678 2.353 0.11
H 4.042 -2.422 3.295 0.07
H 3.727 -1.098 -0.004 0.03
```

As for the total energy: -3579.21989 Eh. Its spin multiplicity is 1. The value obtained for the energy above the lowest of the compared OMol25 structures with the same formula, charge and spin is 0.0 kcal/mol. As for the total charge: -2. The HOMO-LUMO gap comes out at 5.78 eV.

***

DFT (ωB97M-V/def2-TZVPD) results for C2F6NO3S2Sm as an isolated structure.

```
15
Properties=species:S:1:pos:R:3:lowdin_spin:R:1
N 0.170 -0.704 0.011 0.01
S 1.360 -0.138 1.025 0.04
O 1.735 -1.438 1.738 0.05
C 0.193 0.644 2.271 0.00
F -0.531 -0.272 2.883 0.01
F -0.598 1.494 1.643 0.00
F 0.931 1.288 3.160 0.00
S 0.287 -0.386 -1.570 0.03
O -0.143 -1.609 -2.249 0.03
O 1.513 0.304 -1.952 0.00
C -1.088 0.844 -1.857 0.00
F -2.200 0.417 -1.290 0.00
F -0.753 2.015 -1.348 0.00
F -1.269 0.956 -3.161 0.00
Sm 0.393 -3.416 0.697 6.82
```

As for the total energy: -2410.15332 Eh. Its spin multiplicity is 8. The value obtained for the energy above the lowest of the compared OMol25 structures with the same formula, charge and spin is 0.0 kcal/mol. The HOMO-LUMO gap (spin up / spin down) comes out at 5.59 / 10.32 eV.

***

Number 4 is which compound? C2H4N6

***

What is the spin multiplicity in the fourth record? 1

***

Which formula does entry 8 have? C2F6NO3S2Sm